{
  "formula": "C42H32Br3IN7O3Ti",
  "method": "ωB97M-V with the def2-TZVPD basis set",
  "charge": 1,
  "lumo_ev": -3.3407,
  "e_tot_ev": -301990.1674,
  "homo_lumo_gap_ha": 0.243,
  "species": ["I", "Br", "Br", "Br", "Ti", "O", "O", "O", "N", "N", "N", "N", "N", "N", "N", "C", "C", "C", "C", "C", "C", "C", "C", "C", "C", "C", "C", "C", "C", "C", "C", "C", "C", "C", "C", "C", "C", "C", "C", "C", "C", "C", "C", "C", "C", "C", "C", "C", "C", "C", "C", "C", "C", "C", "C", "C", "C", "H", "H", "H", "H", "H", "H", "H", "H", "H", "H", "H", "H", "H", "H", "H", "H", "H", "H", "H", "H", "H", "H", "H", "H", "H", "H", "H", "H", "H", "H", "H", "H"],
  "positions_angstrom": [[7.573, 3.816, -2.685], [-2.482, 6.550, 2.330], [-3.964, 3.153, -1.923], [2.407, -2.401, 2.485], [-0.110, 0.378, -0.508], [0.880, 1.954, -1.424], [-1.640, 1.449, -0.764], [1.859, 0.748, 0.071], [-1.616, -0.813, 0.498], [-0.108, 1.924, 1.260], [0.441, -0.158, -3.417], [0.176, -0.889, 3.069], [-0.594, 0.038, -2.577], [-1.603, -2.110, 0.893], [0.611, -1.423, -0.877], [1.961, 1.638, -0.829], [3.260, 2.207, -1.204], [5.319, -0.447, -4.050], [1.819, -0.886, 4.809], [5.656, 2.167, -1.042], [-3.009, 4.684, 0.288], [1.703, -0.568, -2.908], [3.029, -1.689, -1.280], [0.038, -0.041, -4.698], [-1.303, 0.258, -4.685], [1.011, -0.086, 5.592], [-1.649, 0.312, -3.331], [5.718, 3.140, -2.033], [-2.674, -2.373, 1.660], [-1.188, 4.050, 1.749], [-0.290, 4.223, 2.825], [-2.211, 4.955, 1.360], [-0.831, -4.393, 0.820], [3.329, 3.188, -2.188], [0.724, 2.129, 2.253], [-1.042, 2.878, 0.991], [1.772, -1.240, -1.688], [4.155, -1.459, -2.041], [1.335, -1.261, 3.561], [-3.416, -1.222, 1.780], [-0.295, -6.846, 0.768], [2.844, -0.308, -3.661], [-1.159, 1.176, 5.936], [-0.594, -0.124, 3.855], [-0.100, -5.435, 0.283], [-0.680, -3.077, 0.393], [-2.830, 3.500, -0.462], [4.561, 3.662, -2.604], [0.295, -2.743, -0.550], [0.660, 3.272, 3.069], [4.420, 1.702, -0.626], [4.087, -0.746, -3.241], [-0.240, 0.309, 5.122], [-1.850, 2.600, -0.136], [0.960, -3.821, -1.155], [0.776, -5.125, -0.752], [-2.723, -0.282, 1.035], [-1.548, 0.173, 3.434], [2.791, -1.219, 5.143], [-3.790, 5.375, 0.003], [-4.335, -1.088, 2.321], [-0.715, 2.157, 6.112], [-0.236, -6.899, 1.856], [0.717, -0.201, -5.517], [6.563, 1.772, -0.607], [0.463, -7.509, 0.356], [2.758, 0.271, -4.573], [1.368, 3.382, 3.878], [-2.987, 0.743, 0.865], [-1.943, 0.424, -5.532], [3.104, -2.217, -0.340], [1.651, -3.621, -1.960], [5.510, 0.628, -4.085], [-1.273, -7.229, 0.472], [-0.356, 5.114, 3.436], [4.625, 4.424, -3.367], [-1.357, 0.726, 6.909], [1.483, 1.375, 2.415], [4.346, 0.934, 0.132], [-2.867, -3.348, 2.061], [5.206, -0.795, -5.077], [-1.540, -4.629, 1.600], [5.115, -1.813, -1.685], [2.415, 3.565, -2.629], [-2.112, 1.322, 5.430], [1.327, -5.915, -1.247], [6.195, -0.929, -3.621], [1.349, 0.228, 6.572], [-2.598, 0.529, -2.872]]
}



{
  "formula": "C42H33N7O6STi",
  "method": "ωB97M-V with the def2-TZVPD basis set",
  "lumo_ev": -0.3815,
  "e_tot_ev": -100758.2584,
  "homo_lumo_gap_ha": 0.271,
  "de_lowest_kcal_mol": 26.3,
  "species": ["Ti", "S", "O", "O", "O", "O", "O", "O", "N", "N", "N", "N", "N", "N", "N", "C", "C", "C", "C", "C", "C", "C", "C", "C", "C", "C", "C", "C", "C", "C", "C", "C", "C", "C", "C", "C", "C", "C", "C", "C", "C", "C", "C", "C", "C", "C", "C", "C", "C", "C", "C", "C", "C", "C", "C", "C", "C", "H", "H", "H", "H", "H", "H", "H", "H", "H", "H", "H", "H", "H", "H", "H", "H", "H", "H", "H", "H", "H", "H", "H", "H", "H", "H", "H", "H", "H", "H", "H", "H", "H"],
  "positions_angstrom": [[0.570, 0.963, 1.541], [1.429, -1.307, 2.731], [-1.147, 0.150, 1.529], [0.926, -0.120, 3.438], [-3.712, -3.458, -3.926], [0.738, -2.535, 2.966], [2.026, 1.900, 2.137], [0.364, 1.961, 0.139], [1.480, 0.886, -2.119], [-2.265, 2.744, -4.743], [0.156, -1.387, -0.679], [-2.774, 1.831, -5.424], [1.423, -0.800, 1.200], [-1.888, 2.184, 2.272], [-0.544, 2.277, 2.645], [5.807, -2.241, 3.424], [-2.958, 0.488, -4.926], [0.441, -3.445, -1.868], [-4.942, -0.677, -0.059], [3.575, 3.038, 3.500], [-3.409, 0.834, 1.016], [-0.162, -2.218, -1.674], [3.849, 3.899, 4.544], [3.127, -1.575, 3.124], [-5.560, 1.626, 0.283], [2.818, 4.535, 5.234], [-3.487, -2.154, -4.198], [-2.860, -0.541, -5.862], [7.257, -2.640, 3.535], [1.095, -1.758, 0.173], [-3.643, -1.133, -3.270], [-1.569, 2.501, -3.506], [-1.977, 3.161, -2.389], [1.405, -3.843, -0.952], [4.102, -0.785, 2.519], [-5.869, 0.350, -0.180], [-4.336, 1.868, 0.888], [0.303, 1.562, -2.229], [-3.705, -0.433, 0.522], [1.963, 0.309, -3.187], [-3.361, 0.179, -3.631], [-3.094, -1.851, -5.499], [1.518, 4.299, 4.844], [-0.385, 1.704, -3.457], [-4.187, -3.769, -2.623], [2.262, 2.757, 3.122], [0.188, 1.076, -4.589], [1.344, 0.368, -4.454], [-0.177, 3.200, 3.445], [5.433, -1.124, 2.678], [-0.237, 2.167, -1.053], [-1.337, 2.966, -1.152], [4.813, -3.005, 4.033], [1.735, -2.998, 0.088], [3.475, -2.681, 3.884], [1.216, 3.413, 3.804], [-2.086, 1.062, 1.640], [-3.001, -2.662, -6.214], [6.200, -0.525, 2.198], [-0.940, 3.848, 3.858], [0.162, -4.072, -2.707], [2.693, -3.288, 4.329], [-1.724, 3.426, -0.252], [5.089, -3.878, 4.615], [-2.572, -0.292, -6.879], [3.034, 5.196, 6.064], [-6.278, 2.431, 0.173], [-0.280, 1.174, -5.559], [1.895, -4.804, -1.050], [-4.075, 2.848, 1.269], [0.696, 4.791, 5.355], [-3.465, -3.482, -1.853], [2.475, -3.273, 0.829], [-2.955, -1.212, 0.611], [-6.835, 0.158, -0.634], [4.375, 2.546, 2.959], [-3.503, 0.964, -2.899], [-2.858, 3.793, -2.447], [1.802, -0.120, -5.308], [-0.941, -1.872, -2.345], [-3.977, -1.336, -2.259], [7.498, -3.386, 2.769], [-5.190, -1.672, -0.414], [-4.326, -4.844, -2.600], [4.882, 4.076, 4.824], [2.904, -0.228, -3.065], [7.473, -3.088, 4.506], [-5.144, -3.278, -2.423], [7.916, -1.784, 3.386], [3.804, 0.062, 1.917]]
}



{
  "formula": "C42H34BiBr2IN3O6PSe2Te2",
  "method": "ωB97M-V with the def2-TZVPD basis set",
  "charge": -2,
  "lumo_ev": 3.1879,
  "e_tot_ev": -369460.0911,
  "homo_lumo_gap_ha": 0.206,
  "species": ["Bi", "I", "Te", "Te", "Br", "Br", "Se", "Se", "P", "O", "O", "O", "O", "O", "O", "N", "N", "N", "C", "C", "C", "C", "C", "C", "C", "C", "C", "C", "C", "C", "C", "C", "C", "C", "C", "C", "C", "C", "C", "C", "C", "C", "C", "C", "C", "C", "C", "C", "C", "C", "C", "C", "C", "C", "C", "C", "C", "C", "C", "C", "H", "H", "H", "H", "H", "H", "H", "H", "H", "H", "H", "H", "H", "H", "H", "H", "H", "H", "H", "H", "H", "H", "H", "H", "H", "H", "H", "H", "H", "H", "H", "H", "H", "H"],
  "positions_angstrom": [[1.158, -0.170, 0.221], [-7.210, -2.978, -2.998], [4.100, -2.263, 2.356], [4.299, -2.735, -0.289], [2.982, 5.204, 5.418], [-0.202, 4.306, -0.059], [3.279, 0.078, 2.056], [1.818, -2.668, -0.596], [0.002, -1.850, 2.670], [-0.896, 0.873, 1.745], [-1.006, -1.639, -0.032], [-3.066, 0.272, 1.689], [2.728, 0.614, -1.192], [4.327, 2.553, -1.528], [-0.664, -0.603, -1.981], [0.764, 2.179, -2.059], [1.407, 1.452, -2.960], [1.955, 2.882, 1.508], [0.784, -1.934, 4.332], [5.247, 0.893, -5.208], [-0.477, -3.577, 2.312], [3.143, 3.456, 1.676], [0.522, -4.549, 2.238], [1.314, 3.688, 3.670], [-4.350, 4.024, -3.194], [1.058, 3.002, 2.486], [3.500, 4.169, 2.813], [1.637, -3.012, 6.321], [1.861, -0.639, 6.076], [3.789, 1.004, -3.276], [-3.815, -1.443, -0.779], [2.558, 4.268, 3.817], [-1.152, 3.502, -1.486], [-3.332, 1.860, -2.979], [-5.249, 3.517, -4.119], [-5.188, 2.179, -4.486], [-4.205, -2.715, -3.230], [-2.932, -2.326, -2.835], [2.070, -1.793, 6.820], [-0.371, 2.667, -2.384], [-2.451, 3.793, -1.623], [0.999, -3.082, 5.088], [4.600, 2.015, -2.732], [2.534, 0.570, -2.537], [5.705, 2.470, -3.444], [-4.230, 1.357, -3.909], [-1.082, -6.207, 1.556], [-2.073, -5.236, 1.570], [0.221, -5.855, 1.883], [-5.276, -2.433, -2.396], [-1.575, -0.987, 3.057], [-2.732, -1.700, -1.613], [-5.097, -1.795, -1.178], [1.230, -0.712, 4.845], [-1.348, -1.284, -1.185], [4.140, 0.446, -4.491], [-3.367, 3.212, -2.622], [-1.890, 0.155, 2.061], [-1.771, -3.932, 1.937], [6.019, 1.914, -4.677], [0.562, 3.750, 4.443], [-2.547, -3.180, 1.884], [-4.360, -3.215, -4.177], [-6.002, 4.167, -4.550], [1.014, -6.591, 1.834], [-5.897, 1.775, -5.199], [-1.317, -7.223, 1.263], [-2.882, 4.525, -0.951], [-5.944, -1.572, -0.543], [1.102, 0.188, 4.254], [6.315, 3.251, -3.006], [-2.618, 1.196, -2.505], [-4.401, 5.068, -2.906], [5.502, 0.446, -6.161], [-1.433, -0.516, 4.033], [0.661, -4.043, 4.723], [3.661, 1.934, -1.108], [0.857, 1.104, -3.739], [-2.420, -1.665, 3.148], [3.853, 3.336, 0.864], [-3.647, -0.945, 0.174], [-0.819, 2.459, -3.356], [1.552, -4.273, 2.431], [1.794, -3.920, 6.893], [4.481, 4.613, 2.908], [6.886, 2.277, -5.219], [-3.085, -5.485, 1.275], [3.526, -0.359, -4.885], [2.251, -0.443, -2.874], [2.210, 0.320, 6.441], [-4.195, 0.305, -4.161], [0.104, 2.507, 2.329], [2.572, -1.741, 7.779], [-2.080, -2.506, -3.480]]
}